The following is a DFT calculation (wB97M-V/def2-TZVPD) of an isolated ion of composition C14H25ClNO2 and charge +1 at a distorted geometry.

Results
Frontier orbital gap = 8.42 eV
Total charge = +1
2S+1 = 1
SMILES = CC(C)CC[C@@H]1[NH+]=C[C@@H](CC(=O)Cl)[C@H]1CCCO

Last column: Mulliken charge in e.
CARTESIAN COORDINATES (ANGSTROEM)
1 C -1.426 0.873 1.820  -1.197
2 C -1.249 2.317 1.303  0.954
3 C -1.550 3.262 2.473  -1.819
4 C 0.149 2.657 0.814  -1.236
5 C 0.663 1.951 -0.444  -0.852
6 C 1.379 0.623 -0.170  -0.147
7 N 2.849 0.549 -0.445  0.006
8 C 3.220 -0.663 -0.535  -0.729
9 C 2.058 -1.610 -0.408  -0.102
10 C 1.943 -2.125 1.025  -0.597
11 C 1.156 -3.412 1.192  0.390
12 O 0.937 -3.911 2.286  -0.488
13 Cl 0.582 -4.216 -0.299  -0.128
14 C 0.962 -0.631 -0.926  -0.094
15 C -0.492 -1.039 -0.909  -0.326
16 C -1.002 -1.462 -2.278  -0.759
17 C -2.498 -1.334 -2.286  -0.739
18 O -2.994 -1.912 -3.468  -0.510
19 H -2.093 0.311 1.187  0.218
20 H -0.497 0.325 1.922  0.168
21 H -1.887 0.880 2.796  0.571
22 H -1.990 2.482 0.532  0.347
23 H -2.594 3.219 2.743  0.418
24 H -1.214 4.271 2.275  0.425
25 H -0.975 2.909 3.320  0.450
26 H 0.850 2.569 1.636  0.322
27 H 0.130 3.712 0.573  0.489
28 H 1.380 2.624 -0.905  0.379
29 H -0.113 1.799 -1.179  0.471
30 H 1.368 0.519 0.904  0.203
31 H 3.477 1.337 -0.517  0.317
32 H 4.235 -0.968 -0.718  0.529
33 H 2.301 -2.464 -1.027  0.756
34 H 2.933 -2.370 1.387  0.607
35 H 1.511 -1.417 1.717  0.213
36 H 1.269 -0.484 -1.959  0.241
37 H -0.719 -1.796 -0.174  0.758
38 H -1.067 -0.166 -0.629  -0.184
39 H -0.719 -2.479 -2.503  0.267
40 H -0.628 -0.772 -3.023  0.332
41 H -2.798 -0.293 -2.178  0.358
42 H -2.903 -1.866 -1.423  0.399
43 H -3.941 -1.797 -3.501  0.318

The following is a DFT calculation (wB97M-V/def2-TZVPD) of a 3-piece molecular cluster, C14H25F13NO4S overall.

Results
Frontier orbital gap = 4.43 eV
Total charge = -1
2S+1 = 1

Last column: Mulliken charge in e.
CARTESIAN COORDINATES (ANGSTROEM)
1 N 1.035 -0.789 0.256  -0.750
2 C 1.572 0.434 0.789  -0.294
3 C 0.639 1.674 0.767  -0.616
4 C -0.391 1.723 1.881  0.962
5 F -0.010 2.625 2.875  -0.356
6 F -0.579 0.535 2.527  -0.268
7 C -1.789 2.252 1.435  0.609
8 F -2.600 2.395 2.523  -0.341
9 F -1.614 3.499 0.912  -0.304
10 C -2.538 1.379 0.355  0.733
11 F -1.983 0.198 0.215  -0.089
12 F -2.452 2.017 -0.823  -0.338
13 C -4.082 1.189 0.563  0.286
14 F -4.571 0.773 -0.595  -0.275
15 F -4.636 2.354 0.830  -0.265
16 S -4.671 -0.100 1.839  1.342
17 F -4.188 -1.259 0.875  -0.267
18 F -6.108 -0.096 1.143  -0.339
19 F -5.173 1.023 2.846  -0.335
20 F -3.276 -0.134 2.576  -0.278
21 F -5.206 -1.200 2.844  -0.315
22 H 0.340 -1.127 0.926  -0.019
23 H 1.975 0.338 1.827  0.262
24 H 2.440 0.717 0.169  0.040
25 H 1.229 2.599 0.875  0.214
26 H 0.137 1.713 -0.209  0.070
27 C 3.928 1.011 -2.207  -1.016
28 O 3.311 2.206 -1.759  -0.202
29 C 4.210 3.265 -1.514  -0.512
30 C 4.211 4.280 -2.637  -0.603
31 O 4.694 3.740 -3.858  -0.379
32 C 3.664 3.312 -4.729  -0.669
33 H 3.142 0.351 -2.569  0.292
34 H 4.643 1.207 -3.012  0.464
35 H 4.440 0.511 -1.379  0.337
36 H 5.224 2.884 -1.350  0.362
37 H 3.887 3.766 -0.595  0.367
38 H 4.867 5.114 -2.367  0.381
39 H 3.198 4.676 -2.773  0.319
40 H 3.159 4.172 -5.185  0.317
41 H 2.926 2.697 -4.210  0.272
42 H 4.127 2.719 -5.516  0.236
43 C -1.938 -3.167 -0.297  -0.800
44 O -1.351 -4.454 -0.428  -0.467
45 C -0.005 -4.493 0.042  -0.283
46 C 0.073 -5.191 1.383  -0.493
47 O -0.634 -4.499 2.400  -0.376
48 C -1.935 -4.991 2.625  -0.687
49 H -3.019 -3.289 -0.373  0.290
50 H -1.695 -2.712 0.665  0.322
51 H -1.590 -2.498 -1.090  0.427
52 H 0.421 -3.485 0.112  0.140
53 H 0.585 -5.069 -0.680  0.356
54 H 1.121 -5.247 1.691  0.386
55 H -0.313 -6.214 1.293  0.316
56 H -1.907 -5.953 3.155  0.304
57 H -2.490 -5.115 1.692  0.297
58 H -2.454 -4.264 3.250  0.233

Number 1: E_HOMO -12.86 eV. Number 2: E_HOMO -1.98 eV.